[1]
Computed, not measured: an isolated ion of composition C18H25BNO4 and charge +1 at a distorted geometry, with ωB97M-V with the def2-TZVPD basis set.

Results
Orbital gap (eV): 5.639
Lowest unoccupied orbital energy (eV): -4.605
E_HOMO (eV): -10.245

Geometry as ORCA input:
```
! RIJCOSX wB97M-V def2-TZVPD def2/J DEFGRID3
* xyz 1 1
C -0.43961 -0.30621 -3.62707
O 0.12940 0.27475 -2.43566
C -0.39592 -0.05495 -1.17268
C -1.79626 0.51238 -1.08346
C -2.84324 -0.39656 -1.29897
C -4.06749 0.06323 -1.77201
C -4.25396 1.43459 -1.99902
C -3.25467 2.33728 -1.60420
C -2.01953 1.88487 -1.12138
H 0.23136 0.01477 -4.43502
H -0.45531 -1.39959 -3.57444
H -1.45502 0.06320 -3.82068
H -0.48758 -1.14015 -1.12179
H -2.64085 -1.46486 -1.16605
H -4.84945 -0.66265 -2.00395
H -5.16339 1.78179 -2.48532
H -3.42848 3.40749 -1.71345
H -1.21972 2.57846 -0.84517
C -1.01464 1.69029 4.10171
C -1.10372 0.71249 3.02922
C -2.08203 -0.16601 2.64673
C -1.53723 -0.94694 1.59575
C -0.25802 -0.50913 1.35923
B 1.11177 -0.89532 0.36457
O 0.63234 0.39001 -0.29599
C 2.17403 1.56781 -0.29814
C 3.10657 0.76279 0.50017
N 2.65133 -0.69611 0.62743
C 3.09517 -1.26897 1.94043
C 3.27946 -1.51278 -0.48640
C 2.27782 -2.64165 -0.72314
O 0.98570 -2.13667 -0.31027
O 0.01805 0.45235 2.28678
H -1.62621 1.32287 4.93745
H 0.01322 1.86548 4.43251
H -1.46415 2.64203 3.80588
H -3.08792 -0.23600 3.05942
H -2.02030 -1.76210 1.06728
H 2.26487 1.58242 -1.37663
H 1.66539 2.38885 0.18422
H 4.09211 0.73765 0.01384
H 3.18897 1.16310 1.51740
H 4.18811 -1.36237 1.94429
H 2.79659 -0.59620 2.75471
H 2.65891 -2.26249 2.09714
H 3.38724 -0.89139 -1.38637
H 4.27091 -1.87393 -0.19103
H 2.21989 -2.91173 -1.78769
H 2.52549 -3.53615 -0.13019
*
```

[2]
Computed, not measured: a 9-piece molecular cluster, C29H66BINO12 overall at a distorted geometry, with ωB97M-V with the def2-TZVPD basis set.

Results
Orbital gap (eV): 7.381
Lowest unoccupied orbital energy (eV): 2.230
E_HOMO (eV): -5.151

Geometry as ORCA input:
```
! RIJCOSX wB97M-V def2-TZVPD def2/J DEFGRID3
* xyz -1 1
C 0.57758 -3.96134 3.52483
C 1.26709 -3.34759 2.19431
O 2.59656 -2.89581 2.60170
C 0.39048 -2.01470 1.84482
O 0.38261 -1.78631 0.44205
B -0.17676 -0.43730 0.06001
C -1.53135 -0.01322 0.87726
C -2.79383 -0.97434 0.67367
O -3.94213 -0.43356 0.77246
I -2.77627 -3.10912 0.29838
C -0.49147 -0.64505 -1.55703
C -1.35630 0.73127 -2.11558
C -0.46782 1.71876 -3.15115
O -0.84958 2.06911 -1.62747
C 1.10556 0.60140 0.31819
C 1.07432 1.44380 1.62149
C 2.31299 2.37579 1.88446
C 3.43001 2.39476 0.79385
C 3.20495 1.49469 -0.44068
N 2.11715 0.61006 -0.69539
H 1.32004 -4.50410 4.20547
H -0.23737 -4.71458 3.24792
H 0.10942 -3.11490 4.15335
H 1.28277 -4.05964 1.30758
H 2.61039 -2.86875 3.58865
H 0.83159 -1.18652 2.49612
H -0.66209 -2.24468 2.27759
H -1.89784 1.04223 0.57144
H -1.39356 0.08113 2.02467
H 0.43990 -0.71983 -2.20283
H -1.20867 -1.50628 -1.77232
H -2.52501 0.59822 -2.35577
H -0.95421 2.63539 -3.62090
H 0.63466 1.87667 -2.84717
H 0.26514 1.42130 2.41495
H 2.36663 2.99836 2.85845
H 4.32921 3.06421 0.97422
H 4.02057 1.54917 -1.25425
C 5.12606 -6.94012 3.11275
C 4.06636 -6.01569 3.67946
O 4.68074 -4.92396 4.35196
H 5.77131 -7.31847 3.91027
H 4.66917 -7.78800 2.59643
H 5.76970 -6.40484 2.40862
H 3.43928 -6.54800 4.39818
H 3.42372 -5.62279 2.88532
H 5.22566 -4.45420 3.70669
C 2.87938 7.05959 3.99997
C 3.71314 5.90808 4.52542
O 3.55271 4.76505 3.69472
H 1.82407 6.78252 3.96278
H 2.99016 7.94265 4.63426
H 3.17749 7.31941 2.97949
H 3.39797 5.63798 5.53570
H 4.77482 6.17552 4.55434
H 3.84162 5.01021 2.80541
C 3.00396 3.49403 -4.62614
C 4.51280 3.36033 -4.56317
O 4.87927 2.34532 -3.63617
H 2.59893 3.73812 -3.64064
H 2.71046 4.27508 -5.33160
H 2.54440 2.55161 -4.93452
H 4.96717 4.29754 -4.23390
H 4.92364 3.10386 -5.54574
H 4.48190 1.51745 -3.93770
C -5.69869 -4.70414 -3.01965
C -4.61135 -5.72964 -3.27286
O -3.78537 -5.86367 -2.12350
H -5.26036 -3.73444 -2.77043
H -6.33773 -4.58731 -3.89861
H -6.32025 -5.00091 -2.16979
H -3.97982 -5.41896 -4.10785
H -5.04357 -6.70721 -3.51176
H -4.34835 -6.14688 -1.39109
C -0.72207 4.82752 -7.48641
C 0.34665 3.75503 -7.40647
O 0.33492 3.14416 -6.12350
H -0.55931 5.58854 -6.71890
H -0.71953 5.30941 -8.46741
H -1.71297 4.40036 -7.30700
H 1.33648 4.18912 -7.56455
H 0.18290 2.98289 -8.16549
H -0.54022 2.75433 -5.99346
C -5.65080 -1.98433 4.54434
C -5.82447 -2.97564 3.41007
O -5.92473 -2.29104 2.17099
H -6.49442 -1.28994 4.57893
H -5.57774 -2.49931 5.50604
H -4.74879 -1.38335 4.39773
H -6.73787 -3.55917 3.54878
H -4.97631 -3.66739 3.36242
H -5.10752 -1.78294 2.05025
C -0.97580 5.08546 7.15437
C 0.38088 5.64654 6.77721
O 0.23667 6.66247 5.79167
H -1.47709 4.67202 6.27568
H -0.87791 4.29951 7.90709
H -1.62386 5.87314 7.55045
H 1.01698 4.86192 6.36223
H 0.88414 6.07316 7.65128
H -0.31941 7.35712 6.16795
C -2.10327 -3.11008 -5.34100
C -2.27578 -4.10618 -6.47037
O -2.37720 -3.42579 -7.71675
H -2.94741 -2.41633 -5.30904
H -2.02971 -3.62059 -4.37761
H -1.20196 -2.50847 -5.48982
H -3.18803 -4.69012 -6.32986
H -1.42740 -4.79675 -6.51520
H -1.56385 -2.91914 -7.83863
*
```

[3]
Computed, not measured: C30H45N11O3P2RbS3 as an isolated structure, with ωB97M-V with the def2-TZVPD basis set.

Results
Orbital gap (eV): 8.302
Lowest unoccupied orbital energy (eV): -1.715
E_HOMO (eV): -10.017

Geometry as ORCA input:
```
! RIJCOSX wB97M-V def2-TZVPD def2/J DEFGRID3
* xyz 1 1
Rb 0.29494 0.59947 0.48265
C -0.66245 1.97203 5.34853
N -1.95288 1.95607 4.66924
C -2.88186 3.00027 5.07945
P -2.10068 1.26934 3.19794
O -0.96283 0.41401 2.81523
O -2.24475 2.53677 2.20383
P -2.54934 2.96586 0.68477
O -1.89274 2.07482 -0.29172
N -2.05736 4.54377 0.77231
C -0.73924 4.84784 1.32747
C -2.38663 5.37938 -0.37865
N -4.17237 3.00661 0.52043
C -4.85592 2.37414 -0.59428
C -5.00983 3.76960 1.43025
N -3.60695 0.58469 3.16675
C -4.01278 -0.04805 1.91362
C -4.05384 -0.17920 4.32743
H -0.81584 1.84038 6.42067
H -0.13931 2.91974 5.18687
H -0.04311 1.15990 4.97762
H -3.04633 2.93944 6.15641
H -3.83871 2.86811 4.57671
H -2.49216 3.99516 4.84112
H -0.56373 4.26813 2.23067
H -0.70467 5.90574 1.59077
H 0.06967 4.63947 0.61938
H -3.37283 5.12331 -0.76428
H -1.65666 5.26461 -1.18741
H -2.39956 6.42455 -0.06795
H -4.13802 1.82695 -1.20066
H -5.34785 3.12442 -1.22050
H -5.61955 1.68043 -0.23118
H -4.40974 4.17034 2.24454
H -5.79108 3.12994 1.84946
H -5.48790 4.60567 0.91121
H -3.53904 0.41986 1.05459
H -5.09541 0.03013 1.79586
H -3.73661 -1.10835 1.90511
H -3.77532 0.32848 5.24747
H -3.62709 -1.18873 4.33854
H -5.14073 -0.26631 4.29264
C 1.22296 -1.14310 -5.67188
N 0.45376 -1.96042 -4.75762
C -0.15780 -3.15970 -5.06419
C -0.78982 -3.58064 -3.95630
N -0.55444 -2.63418 -2.96224
C 0.21619 -1.61553 -3.46602
S 0.75016 -0.20796 -2.74207
C -1.08752 -2.75832 -1.65075
C -2.39218 -3.21497 -1.50454
C -2.85814 -3.43554 -0.22064
C -2.02284 -3.17211 0.85399
C -0.75220 -2.68488 0.59412
N -0.28347 -2.48614 -0.63771
H 1.26698 -1.64880 -6.63287
H 2.22974 -0.99819 -5.28315
H 0.75315 -0.16740 -5.78597
H -0.07756 -3.61378 -6.03508
H -1.34995 -4.47711 -3.76559
H -3.01781 -3.38211 -2.36982
H -3.86341 -3.80315 -0.06262
H -2.34637 -3.34051 1.87156
H -0.07205 -2.44332 1.40466
N 7.13729 -7.70501 -3.06861
C 6.63770 -6.84989 -2.48672
C 6.01135 -5.77730 -1.76756
C 4.62530 -5.74691 -1.63184
C 4.02014 -4.71592 -0.93878
C 4.79751 -3.70044 -0.39090
C 6.18068 -3.72636 -0.52484
C 6.78632 -4.76642 -1.20586
N 4.17577 -2.63724 0.29960
C 4.71926 -1.86053 1.30403
C 3.75738 -0.96083 1.64076
N 2.63784 -1.15380 0.86246
C 2.91727 -2.16355 0.08336
H 4.02781 -6.54157 -2.05654
H 2.94752 -4.71552 -0.80085
H 6.78501 -2.92691 -0.11931
H 7.86165 -4.79147 -1.31435
H 5.70240 -2.03179 1.70383
H 3.80723 -0.17643 2.37699
H 2.25783 -2.54171 -0.68140
S 2.70852 2.94077 0.69972
C 3.16199 2.52412 -0.84030
N 2.85309 3.21281 -1.94426
C 3.11157 2.58560 -3.23235
C 4.27189 1.62824 -2.98609
S 4.10425 1.11208 -1.24850
H 2.24040 4.00775 -1.85357
H 3.36789 3.34212 -3.97286
H 2.22829 2.03602 -3.56811
H 5.23796 2.11272 -3.11588
H 4.21259 0.74642 -3.61944
*
```

[4]
Computed, not measured: a 2-piece molecular cluster, C4H12 overall at a distorted geometry, with ωB97M-V with the def2-TZVPD basis set.

Results
Orbital gap (eV): 11.991
Lowest unoccupied orbital energy (eV): 1.142
SMILES: CC.CC
E_HOMO (eV): -10.849

Geometry as ORCA input:
```
! RIJCOSX wB97M-V def2-TZVPD def2/J DEFGRID3
* xyz 0 1
C -1.22489 -0.56955 1.01229
C -0.78585 -1.92827 1.39394
H -0.40688 0.32240 1.38648
H -1.21257 -0.66152 -0.08191
H -2.13058 -0.20723 1.60560
H 0.08489 -2.03134 2.08201
H -0.21621 -2.28198 0.42292
H -1.51367 -2.58160 1.77820
C 0.49334 1.91369 -1.29072
C 1.32102 0.51960 -1.00514
H -0.48305 2.00405 -0.76649
H 1.04280 2.81749 -1.17883
H 0.40702 1.86858 -2.34453
H 0.81615 -0.38597 -0.47353
H 1.60682 0.09926 -1.90145
H 2.20167 1.10239 -0.63883
*
```

[5]
Computed, not measured: C4H2LiO2Zn as an isolated structure at a distorted geometry, with ωB97M-V with the def2-TZVPD basis set.

Results
⟨S²⟩: 0.77
Orbital gap (alpha / beta) (eV): 5.658 / 5.300
Lowest unoccupied orbital energy (alpha / beta) (eV): -1.015 / -1.374
E_HOMO (alpha / beta) (eV): -6.673 / -6.674

Geometry as ORCA input:
```
! RIJCOSX wB97M-V def2-TZVPD def2/J DEFGRID3
* xyz 0 2
O 0.51157 -0.98027 -1.31647
C 1.20552 -0.48232 -0.27877
C 0.99557 -0.52452 0.96507
C -1.64293 -0.52821 0.76023
C -1.81093 0.71359 0.55479
O -1.18376 1.81173 0.49297
Zn 1.11233 2.07801 0.24561
H 0.98152 -0.84657 -2.15001
H 1.32584 -0.05040 1.88091
Li -1.49472 -1.19104 -1.15433
*
```

[6]
Computed, not measured: a 2-piece molecular cluster, C2H3F2P overall at a distorted geometry, with ωB97M-V with the def2-TZVPD basis set.

Results
Orbital gap (eV): 11.038
Lowest unoccupied orbital energy (eV): 0.633
SMILES: C#C.FPF
E_HOMO (eV): -10.405

Geometry as ORCA input:
```
! RIJCOSX wB97M-V def2-TZVPD def2/J DEFGRID3
* xyz 0 1
C 0.49498 -0.64190 1.61868
C 1.47821 -1.38251 1.64088
H -0.35633 -0.06928 1.45679
H 2.40797 -1.76871 1.46211
F -1.04776 -0.30192 -1.00803
P -1.27732 0.82663 -2.12422
F 0.16114 1.52271 -1.88263
H -1.86090 1.81498 -1.16358
*
```